Run 1
The following is a DFT calculation (wB97M-V/def2-TZVPD) of C3H2O4 in the gas phase.

Calculated values
HOMO level (alpha / beta) = -10.7 / -10.2 eV

```
! wB97M-V def2-TZVPD RIJCOSX def2/J DEFGRID3
* xyz 0 1
C 0.04474 -0.69575 -0.47448
C -0.98754 0.36598 -0.22395
C 1.19550 0.25004 0.50664
O 0.85794 -1.03928 0.65429
O -0.34672 1.07102 0.79931
O -1.77935 -0.41230 0.54036
O 2.19990 0.85603 0.68891
H -1.37697 0.87338 -1.11008
H 0.19250 -1.26913 -1.38100
*
```

Löwdin atomic charge list, values in e, 6 entries: atom 1 (C): 0.0891, atom 2 (C): -0.5195, atom 3 (C): -0.3971, atom 4 (O): 0.1675, atom 5 (O): 0.0193, atom 6 (O): 0.1076

***

Run 2
The following is a DFT calculation (wB97M-V/def2-TZVPD) of C3H2O4 in the gas phase.

Calculated values
HOMO level = -10.5 eV
Structure (SMILES) = O=CC(=O)C(=O)O

```
! wB97M-V def2-TZVPD RIJCOSX def2/J DEFGRID3
* xyz 0 1
O 1.01255 1.69910 -0.46660
C -0.20746 1.37638 -0.61476
C -0.78246 -0.06194 -0.37402
O -2.00168 -0.27711 -0.52468
C 0.21487 -0.77867 0.42218
O -0.05496 -1.04827 1.59374
O 1.45904 -0.90273 -0.11033
H -0.87325 2.18972 -1.17705
H 2.20399 -1.17229 0.63949
*
```

Löwdin atomic charge list, values in e, 6 entries: atom 1 (O): 0.0341, atom 2 (C): -0.0842, atom 3 (C): -0.2224, atom 4 (O): 0.1357, atom 5 (C): -0.4653, atom 6 (O): 0.1328

***

Which is most stable, and by how much? run 2, by 4.607 eV.

***

Run 1
The following is a DFT calculation (wB97M-V/def2-TZVPD) of 2 unconnected molecules or ions with the total composition C14H16.

Calculated values
HOMO level = -8.8 eV
Structure (SMILES) = Cc1ccccc1.Cc1ccccc1

```
! wB97M-V def2-TZVPD RIJCOSX def2/J DEFGRID3
* xyz 0 1
C 1.31210 3.70762 0.27398
C 0.25836 3.30769 -0.74652
C -0.61100 4.21823 -1.30782
C -1.80633 3.76975 -1.88451
C -2.10336 2.42694 -1.83206
C -1.12717 1.48278 -1.53067
C 0.09729 1.95396 -1.07090
H 1.32867 3.11108 1.17975
H 1.25099 4.74781 0.59398
H 2.23522 3.65084 -0.32542
H -0.47426 5.27767 -1.47882
H -2.43872 4.51151 -2.35424
H -3.13334 2.13456 -2.02024
H -1.28569 0.42933 -1.71208
H 0.84828 1.24446 -0.73739
C 1.26854 -2.20492 2.85028
C 0.73194 -2.69075 1.48282
C -0.55451 -2.33107 1.13015
C -1.18499 -2.98359 0.03897
C -0.55742 -4.02414 -0.57242
C 0.77401 -4.35625 -0.19024
C 1.48234 -3.62589 0.72330
H 0.42994 -2.09887 3.53739
H 1.71633 -1.22356 2.76430
H 1.92190 -3.00575 3.18282
H -1.16857 -1.68721 1.74375
H -2.10265 -2.50025 -0.28064
H -0.86484 -4.59261 -1.43922
H 1.21679 -4.98505 -0.96052
H 2.54016 -3.66431 0.94223
*
```

Löwdin atomic charge list, values in e, 6 entries: atom 1 (C): -0.0501, atom 2 (C): -0.2867, atom 3 (C): -0.0628, atom 4 (C): -0.0956, atom 5 (C): -0.1155, atom 6 (C): -0.0819

***

Run 2
The following is a DFT calculation (wB97M-V/def2-TZVPD) of 2 unconnected molecules or ions with the total composition C14H16.

Calculated values
HOMO level = -8.9 eV
Structure (SMILES) = Cc1ccccc1.Cc1ccccc1

```
! wB97M-V def2-TZVPD RIJCOSX def2/J DEFGRID3
* xyz 0 1
C -1.88612 -0.74708 0.61768
C -1.52096 0.16496 1.73471
C -1.44073 -0.21304 3.08101
C -0.90128 0.76531 3.93582
C -0.66654 2.08240 3.59839
C -0.84273 2.44163 2.26039
C -1.09751 1.45819 1.35215
H -2.97605 -0.80353 0.47356
H -1.64242 -1.79946 0.78694
H -1.48790 -0.44190 -0.34563
H -1.82185 -1.09354 3.57238
H -0.70133 0.55319 4.98488
H -0.27433 2.81406 4.28992
H -0.76171 3.48667 1.98233
H -1.14102 1.69492 0.29440
C -0.44431 0.24035 -3.16217
C 0.73791 -0.44716 -2.56707
C 0.63984 -1.70216 -1.91490
C 1.72229 -2.21033 -1.22508
C 2.89159 -1.46895 -1.08642
C 3.04399 -0.31476 -1.80723
C 1.97427 0.17283 -2.56470
H -0.96766 -0.43134 -3.85923
H -0.27356 1.12975 -3.76375
H -1.17642 0.51192 -2.39691
H -0.24749 -2.27746 -2.13526
H 1.60890 -3.14630 -0.70126
H 3.68836 -1.84284 -0.45609
H 3.92296 0.31665 -1.86737
H 2.04183 1.10699 -3.11151
*
```

Löwdin atomic charge list, values in e, 6 entries: atom 1 (C): -0.0608, atom 2 (C): -0.2644, atom 3 (C): -0.0309, atom 4 (C): -0.1066, atom 5 (C): -0.1006, atom 6 (C): -0.0963

***

Which is most stable, and by how much? run 2, by 0.758 eV.

***

Run 1
The following is a DFT calculation (wB97M-V/def2-TZVPD) of 2 unconnected molecules or ions with the total composition C14H16.

Calculated values
HOMO level = -8.5 eV
Structure (SMILES) = Cc1ccccc1.Cc1ccccc1

```
! wB97M-V def2-TZVPD RIJCOSX def2/J DEFGRID3
* xyz 0 1
C 2.11610 1.81298 -0.55721
C 1.87638 0.66023 0.37804
C 2.24965 -0.57978 -0.20947
C 2.45209 -1.62788 0.71422
C 2.15335 -1.49984 2.13544
C 1.58520 -0.38375 2.62132
C 1.49698 0.70034 1.74597
H 2.92612 2.40765 -0.27835
H 1.41615 2.66251 -0.79803
H 2.44986 1.48673 -1.64344
H 2.58646 -0.69375 -1.27949
H 2.92509 -2.54872 0.30524
H 2.30998 -2.35143 2.75663
H 1.36128 -0.21059 3.61988
H 1.12043 1.59461 2.23423
C -1.66754 0.37153 1.32359
C -1.90956 0.05524 -0.06807
C -1.28993 0.77591 -1.08737
C -1.47170 0.46641 -2.46146
C -2.50316 -0.49805 -2.76139
C -3.21455 -1.19262 -1.81914
C -2.82692 -0.98256 -0.50866
H -1.88799 1.38829 1.66118
H -0.68915 0.02697 1.61705
H -2.47841 -0.03705 2.06686
H -0.45961 1.48913 -0.88559
H -0.84007 0.82572 -3.21462
H -2.71247 -0.68724 -3.79187
H -4.01652 -1.85843 -2.13231
H -3.05753 -1.57259 0.31682
*
```

Löwdin atomic charge list, values in e, 6 entries: atom 1 (C): -0.0898, atom 2 (C): -0.2680, atom 3 (C): -0.0533, atom 4 (C): -0.0573, atom 5 (C): -0.0878, atom 6 (C): -0.1223

***

Run 2
The following is a DFT calculation (wB97M-V/def2-TZVPD) of 2 unconnected molecules or ions with the total composition C14H16.

Calculated values
HOMO level = -8.8 eV
Structure (SMILES) = Cc1ccccc1.Cc1ccccc1

```
! wB97M-V def2-TZVPD RIJCOSX def2/J DEFGRID3
* xyz 0 1
C -0.01370 3.65819 0.26833
C -0.47746 2.67026 -0.89390
C -0.21784 1.31289 -0.61300
C -0.36684 0.39574 -1.62825
C -0.67683 0.84153 -2.92584
C -1.12227 2.10891 -3.13556
C -1.14143 3.05772 -2.04758
H 0.63582 3.40952 1.01141
H -0.83892 4.07340 0.83690
H 0.51724 4.35126 -0.37064
H 0.02145 1.08303 0.34038
H -0.13778 -0.62664 -1.59599
H -0.52694 0.12343 -3.78552
H -1.62926 2.30717 -4.08078
H -1.26195 4.04368 -2.15471
C -0.75813 -2.25232 3.52861
C 0.02167 -2.05365 2.25946
C 0.80460 -0.97480 2.00207
C 1.57354 -0.83549 0.80920
C 1.56264 -1.93960 -0.09216
C 0.90579 -3.14164 0.23235
C 0.00180 -3.18065 1.29672
H -1.41869 -1.30634 3.72634
H -0.17027 -2.15741 4.39554
H -1.39614 -3.11182 3.61459
H 0.73355 -0.26412 2.90443
H 2.22107 0.04753 0.65337
H 2.22065 -1.98275 -0.91719
H 1.15578 -4.00891 -0.36308
H -0.69891 -3.98352 1.42225
*
```

Löwdin atomic charge list, values in e, 6 entries: atom 1 (C): -0.0219, atom 2 (C): -0.2217, atom 3 (C): -0.0513, atom 4 (C): -0.0671, atom 5 (C): -0.1161, atom 6 (C): -0.0839

***

Which is most stable, and by how much? run 1, by 0.201 eV.

***

Run 1
The following is a DFT calculation (wB97M-V/def2-TZVPD) of 2 unconnected molecules or ions with the total composition C14H16.

Calculated values
HOMO level = -8.7 eV
Structure (SMILES) = Cc1ccccc1.Cc1ccccc1

```
! wB97M-V def2-TZVPD RIJCOSX def2/J DEFGRID3
* xyz 0 1
C -3.17260 0.52532 0.90177
C -2.38164 -0.63600 1.41552
C -1.66432 -0.35415 2.67299
C -0.89473 -1.45567 3.20654
C -0.87171 -2.70518 2.53235
C -1.44350 -2.87986 1.34024
C -2.16548 -1.83491 0.71006
H -3.89689 0.12018 0.11611
H -2.54065 1.27600 0.53267
H -3.69346 0.96532 1.82732
H -1.81247 0.56306 3.20520
H -0.54073 -1.40788 4.22445
H -0.14814 -3.36203 2.92912
H -1.48995 -3.71253 0.59335
H -2.64591 -1.91032 -0.21801
C 2.39527 3.31319 -2.73584
C 2.04371 2.14140 -2.04945
C 0.92996 1.96923 -1.22990
C 0.52642 0.63764 -0.82535
C 1.34944 -0.42141 -1.18059
C 2.64573 -0.22823 -1.82697
C 2.87332 0.99911 -2.38863
H 2.37443 4.33838 -2.30227
H 1.87400 3.35047 -3.68167
H 3.54482 3.29219 -2.90616
H 0.35188 2.79561 -1.32975
H -0.43867 0.51470 -0.33406
H 1.08677 -1.52102 -0.98980
H 3.37739 -1.02976 -1.88102
H 3.57841 1.30479 -3.04184
*
```

Löwdin atomic charge list, values in e, 6 entries: atom 1 (C): -0.0757, atom 2 (C): -0.2907, atom 3 (C): -0.0103, atom 4 (C): -0.0581, atom 5 (C): -0.1268, atom 6 (C): -0.1097

***

Run 2
The following is a DFT calculation (wB97M-V/def2-TZVPD) of 2 unconnected molecules or ions with the total composition C14H16.

Calculated values
HOMO level = -8.7 eV
Structure (SMILES) = Cc1ccccc1.Cc1ccccc1

```
! wB97M-V def2-TZVPD RIJCOSX def2/J DEFGRID3
* xyz 0 1
C -1.28699 -0.55631 2.69951
C -0.43277 0.53745 2.11359
C -0.99898 1.71883 1.58790
C 0.00833 2.63595 1.12569
C 1.42663 2.54715 1.40564
C 1.83694 1.38248 1.93982
C 0.95896 0.37802 2.26324
H -1.32157 -0.17972 3.76597
H -0.76716 -1.54124 2.60319
H -2.31808 -0.43666 2.35090
H -2.07557 1.98715 1.44910
H -0.32960 3.51835 0.51715
H 2.13775 3.30868 1.24418
H 2.84082 1.17624 2.16791
H 1.43916 -0.53288 2.61071
C 2.05793 -0.57793 -1.39184
C 0.68409 -0.92689 -1.71330
C -0.18928 -1.19475 -0.69122
C -1.48248 -1.64678 -1.04420
C -1.95055 -1.70662 -2.33960
C -1.07174 -1.41408 -3.32240
C 0.18568 -0.94601 -3.05828
H 2.32574 -1.19472 -0.52176
H 2.04422 0.40991 -1.09850
H 2.93692 -0.71604 -2.18525
H 0.20237 -1.23040 0.32369
H -1.96595 -1.94642 -0.12043
H -3.03450 -1.75294 -2.35047
H -1.31951 -1.65466 -4.36229
H 0.73034 -0.59764 -3.84135
*
```

Löwdin atomic charge list, values in e, 6 entries: atom 1 (C): -0.0677, atom 2 (C): -0.3287, atom 3 (C): -0.0290, atom 4 (C): -0.0589, atom 5 (C): -0.0876, atom 6 (C): -0.1365

***

Which is most stable, and by how much? run 2, by 0.613 eV.